Entry 1:
DFT (ωB97M-V/def2-TZVPD) results for a molecular structure, C32H57AuN4O2P2S4.

The calculation puts the lowest unoccupied orbital energy (spin up / spin down) at -1.94 / -5.53 eV. Its spin multiplicity is 4. For the frontier orbital gap (spin up / spin down), the calculation gives 5.352 / 3.469 eV. As for the HOMO energy (spin up / spin down): -7.3 / -9.0 eV. Its relative energy (zero: lowest compared OMol25 entry of this formula, charge and spin) is 30.0 kcal/mol. Its energy is -4034.05901 Ha. The expectation value of S² is 3.780. The total charge is +1.

Element x y z (Å)
Au 0.35393 0.02702 0.07366
C 2.28406 3.70943 3.59454
C 0.87020 4.15382 3.31260
O 0.49242 3.75016 1.96887
P -0.51882 2.58441 1.69044
S 0.15480 0.80731 2.40937
S -0.79952 2.37992 -0.25418
O -1.79232 3.05114 2.51259
C -3.03503 2.31396 2.46284
C -4.03832 3.02071 3.34162
H 2.58557 4.06488 4.57654
H 2.96768 4.12728 2.85804
H 2.36229 2.62301 3.58968
H 0.77717 5.24113 3.31547
H 0.15512 3.74428 4.02603
H -2.83544 1.29408 2.81189
H -3.36003 2.27848 1.41766
H -3.72041 3.01428 4.38178
H -5.00081 2.51678 3.27234
H -4.16850 4.05130 3.02044
N 1.42741 -2.06544 -6.70300
C 0.93299 -0.86760 -6.24525
S 0.36996 0.25932 -7.33221
C 0.87876 -0.67022 -4.82864
C 0.49321 0.58084 -4.27754
C 0.40000 0.77284 -2.94138
N 0.65294 -0.21501 -2.01806
C 1.05395 -1.41592 -2.53142
C 1.17587 -1.67000 -3.86009
H 1.55600 -2.11480 -7.70218
H 2.08998 -2.57955 -6.14957
H 0.27588 1.39767 -4.95200
H 0.12440 1.73666 -2.54660
H 1.28012 -2.18506 -1.80752
H 1.46949 -2.67067 -4.14238
C -1.31230 -5.71947 -2.29719
C -1.24677 -4.43101 -3.10360
C -1.69749 -3.23430 -2.25669
C -1.31549 -3.43262 -0.77877
C -0.02698 -4.24706 -0.67173
C -0.30133 -5.68147 -1.14363
P -1.35752 -1.89072 0.20515
C -2.86235 -0.91423 -0.19884
C -4.17606 -1.71470 -0.00501
C -5.33849 -1.06714 -0.76661
C -5.20041 0.44614 -0.73898
C -3.97166 0.87114 -1.55392
C -2.87600 -0.20482 -1.55616
C -1.48024 -2.32468 1.99279
C -0.13488 -2.66172 2.65220
C -0.38538 -3.13154 4.07947
C -1.10711 -4.48579 4.09203
C -1.89066 -4.71272 2.79996
C -2.53813 -3.42198 2.31708
H -1.12600 -6.58646 -2.93091
H -2.32624 -5.84318 -1.90671
H -1.87051 -4.49345 -3.99583
H -0.22654 -4.26881 -3.45723
H -2.77937 -3.11614 -2.33277
H -1.24281 -2.32185 -2.65112
H -2.10449 -4.02070 -0.28759
H 0.37550 -4.25884 0.34156
H 0.73385 -3.78523 -1.30752
H -0.66723 -6.28077 -0.30740
H 0.64241 -6.12901 -1.45717
H -2.81205 -0.12956 0.56926
H -4.41540 -1.74889 1.06039
H -4.06118 -2.74771 -0.33610
H -6.28165 -1.39517 -0.32690
H -5.34377 -1.40942 -1.80373
H -5.10354 0.77078 0.30188
H -6.09755 0.93044 -1.12372
H -3.56635 1.80748 -1.16589
H -4.26393 1.06387 -2.58772
H -1.91003 0.24475 -1.78471
H -3.06823 -0.93050 -2.34409
H -1.81569 -1.37509 2.43672
H 0.51835 -1.79585 2.63649
H 0.39394 -3.44429 2.10516
H -0.98155 -2.37380 4.59714
H 0.55926 -3.19924 4.62042
H -1.78784 -4.53193 4.94346
H -0.38813 -5.29443 4.22845
H -2.65895 -5.47247 2.95296
H -1.23380 -5.10135 2.01796
H -3.19751 -3.03595 3.09822
H -3.18624 -3.63152 1.46938
C 5.53295 -1.40239 0.00904
N 4.84816 -0.30854 0.64773
C 5.56721 0.89239 1.05814
C 4.45734 1.78473 1.64749
N 3.26051 0.98847 1.41421
C 3.54585 -0.19829 0.87942
S 2.41854 -1.43174 0.51976
H 6.27621 -1.81914 0.68757
H 6.02913 -1.04901 -0.89611
H 4.81336 -2.17297 -0.25534
H 6.05024 1.34560 0.19010
H 6.33732 0.63535 1.78813
H 4.38190 2.74596 1.13590
H 4.59518 1.96198 2.71625
H 2.36224 1.17366 1.84018

Cartesian forces, eV/Å:
0.18 0.05 -0.34
-0.05 0.07 0.00
-0.04 0.13 0.03
0.05 0.00 -0.12
-0.18 -0.03 0.09
-0.21 -0.03 0.24
-0.05 -0.10 0.04
0.25 0.04 -0.10
-0.06 -0.13 -0.05
0.07 -0.05 -0.07
0.04 0.03 0.11
0.02 0.02 -0.05
-0.04 -0.03 0.04
0.02 -0.13 0.05
0.03 0.00 0.04
-0.06 0.06 -0.03
-0.01 -0.01 0.10
0.03 0.00 0.04
-0.04 -0.04 0.00
0.00 0.05 -0.03
-0.09 0.00 -0.07
0.07 -0.11 0.12
-0.05 0.08 -0.20
0.01 -0.08 -0.21
-0.08 0.29 0.08
-0.09 0.18 -0.08
0.04 -0.06 0.06
0.17 -0.16 0.05
0.08 -0.10 0.12
0.00 0.01 0.10
0.05 0.01 0.05
0.00 0.00 0.04
-0.02 0.10 0.00
0.06 0.17 -0.10
0.05 -0.05 -0.05
-0.04 -0.06 -0.04
-0.05 0.01 -0.08
-0.02 0.14 -0.07
-0.06 0.04 0.05
0.21 -0.02 0.03
0.06 -0.04 0.04
-0.13 0.14 0.12
0.00 -0.02 0.14
0.00 -0.02 0.11
-0.06 -0.03 0.00
-0.05 0.04 -0.02
0.01 0.05 -0.07
0.11 0.03 -0.07
-0.10 0.13 0.02
0.03 -0.04 -0.01
0.08 0.06 0.06
-0.01 -0.08 0.06
-0.07 -0.06 -0.02
-0.07 0.02 -0.07
0.00 0.01 0.00
-0.04 -0.01 0.01
0.02 0.01 0.01
0.04 0.00 -0.01
-0.04 -0.02 0.00
-0.08 -0.08 0.01
0.01 0.02 0.00
-0.01 -0.01 -0.05
-0.14 -0.20 0.15
0.00 -0.01 0.02
0.03 -0.02 0.00
-0.01 -0.01 0.00
0.00 -0.01 -0.02
0.02 -0.05 -0.04
0.02 0.01 0.00
-0.01 -0.01 -0.03
0.01 0.02 0.06
0.00 0.00 -0.01
0.01 0.00 0.01
0.01 0.01 0.01
-0.06 -0.03 -0.02
-0.02 -0.01 -0.02
0.05 -0.10 -0.10
0.05 0.09 0.02
-0.01 0.02 0.02
0.00 0.01 -0.01
-0.01 0.02 0.00
0.00 -0.01 0.02
0.01 -0.02 0.00
0.01 0.01 -0.02
0.05 -0.03 -0.05
0.01 0.01 0.03
-0.01 0.01 -0.02
0.03 -0.13 -0.13
-0.15 0.09 0.12
0.11 0.13 0.04
0.15 0.14 0.04
0.09 -0.06 -0.09
-0.05 -0.05 -0.12
-0.14 -0.11 0.14
0.04 -0.04 0.00
0.02 -0.03 0.00
0.04 0.01 -0.01
-0.01 0.00 0.03
-0.02 0.04 -0.03
0.05 -0.07 0.07
0.03 0.00 -0.10
-0.05 0.00 -0.03


Entry 2:
DFT (ωB97M-V/def2-TZVPD) results for a molecular structure, C32H57N2NiO2P2.

The calculation puts the lowest unoccupied orbital energy (spin up / spin down) at -2.60 / -2.60 eV. Its spin multiplicity is 3. For the frontier orbital gap (spin up / spin down), the calculation gives 6.083 / 6.081 eV. As for the HOMO energy (spin up / spin down): -8.7 / -8.7 eV. Its relative energy (zero: lowest compared OMol25 entry of this formula, charge and spin) is 0.0 kcal/mol. Its energy is -3704.31898 Ha. The expectation value of S² is 2.013. The total charge is +1.

Element x y z (Å)
C -2.16790 0.96890 -2.08930
C -2.59450 -1.23750 -1.23560
C -3.36900 0.99960 -2.79060
C -3.86470 -1.20420 -1.91730
C -4.23670 -0.11920 -2.67880
H -3.63190 1.87210 -3.39430
H -4.51720 -2.07770 -1.82510
H -5.20030 -0.11870 -3.20090
N -1.78350 -0.09080 -1.31940
P -0.37600 2.38930 -0.49680
P -0.44640 -2.43100 -0.05210
C -1.21090 2.13960 -2.15610
H -0.39670 1.89080 -2.85840
H -1.71760 3.04240 -2.53710
C -2.15410 -2.36540 -0.53140
H -2.78250 -3.26210 -0.55930
C 0.45040 -3.42080 -1.45910
C -0.33550 -3.49530 1.54120
C 1.14800 3.54880 -0.83550
C -1.70990 3.32630 0.51250
C 1.97670 -3.23990 -1.34800
H 2.39450 -3.80500 -0.50170
H 2.46400 -3.61660 -2.26760
H 2.25060 -2.18280 -1.20870
C 0.11050 -4.92160 -1.50830
H 0.53580 -5.48260 -0.66060
H -0.98050 -5.08650 -1.53360
H 0.53400 -5.35510 -2.43540
C -0.08010 -2.80180 -2.77210
H 0.51760 -3.18410 -3.62250
H -1.13240 -3.08380 -2.93550
H -0.03350 -1.70300 -2.76990
C 1.11270 -3.95850 1.78960
H 1.81520 -3.10740 1.76490
H 1.17460 -4.41730 2.79430
H 1.44640 -4.71570 1.06210
C -0.76650 -2.63350 2.73920
H -0.06430 -1.80470 2.91660
H -1.77730 -2.22160 2.59710
H -0.77800 -3.27020 3.64420
C -1.29970 -4.69900 1.48020
H -1.08060 -5.39400 0.65800
H -1.22020 -5.26410 2.42840
H -2.34310 -4.35610 1.38180
C -1.18120 3.51010 1.95020
H -1.95640 4.01110 2.55950
H -0.94910 2.54670 2.42570
H -0.27540 4.13910 1.97910
C -2.98590 2.44890 0.51420
H -3.51230 2.51490 -0.45140
H -2.78960 1.38870 0.71630
H -3.66300 2.82780 1.30160
C -2.12900 4.69090 -0.08030
H -3.09100 4.98310 0.37960
H -1.41070 5.49360 0.12990
H -2.29400 4.63870 -1.17090
C 1.50770 3.50480 -2.33290
H 0.73110 3.97550 -2.95900
H 2.45000 4.06320 -2.49000
H 1.66210 2.47540 -2.68400
C 2.31660 2.96850 -0.01280
H 2.55890 1.94220 -0.32840
H 3.21200 3.60380 -0.15130
H 2.07970 2.93380 1.06370
C 0.97630 5.03370 -0.46320
H 0.23230 5.53810 -1.09820
H 0.70420 5.18110 0.59310
H 1.94740 5.53840 -0.62600
Ni 0.00000 0.00000 0.00000
C -1.05460 0.13020 1.60420
O -1.66330 0.27820 2.59780
N 1.23280 0.00920 -1.72470
C 1.95640 -0.01070 -2.64710
C 2.85700 -0.02660 -3.81600
C 2.34780 -1.06650 -4.84590
C 2.85040 1.38830 -4.45170
C 4.28310 -0.41370 -3.34560
H 2.34680 -2.08030 -4.41610
H 1.32670 -0.82560 -5.17930
H 3.02020 -1.05410 -5.72110
H 3.22150 2.14690 -3.74360
H 3.50800 1.38650 -5.33770
H 1.83270 1.66990 -4.76860
H 4.95360 -0.43860 -4.22180
H 4.67860 0.31520 -2.62120
H 4.28240 -1.41090 -2.87540
C 1.18060 0.88870 3.39220
C 1.91090 0.29100 2.21280
C 3.33280 -0.13860 2.45320
O 1.44850 0.05870 1.08070
H 1.83650 0.97130 4.28250
H 0.34770 0.26330 3.74470
H 0.88300 1.91840 3.15790
H 3.40400 -1.23450 2.27780
H 4.02410 0.38980 1.77100
H 3.65810 0.03610 3.50170

Cartesian forces, eV/Å:
-0.66 -0.63 -0.01
0.41 0.71 -0.11
0.48 0.02 0.25
-0.16 0.28 -0.23
0.29 -0.32 0.32
0.10 -0.34 0.23
0.24 0.35 -0.04
0.41 -0.01 0.23
-0.33 -0.20 -0.04
-0.36 1.15 -0.42
-0.19 -1.01 -0.27
0.35 -0.03 0.17
-0.35 0.09 0.22
0.22 -0.34 0.22
0.24 0.23 0.14
0.28 0.36 0.04
-0.14 0.17 0.19
-0.07 0.10 -0.31
-0.27 -0.07 -0.02
0.17 -0.05 -0.25
0.09 0.01 0.01
-0.12 0.19 -0.36
-0.16 0.14 0.31
-0.05 -0.38 -0.06
0.00 -0.11 0.02
-0.16 0.20 -0.36
0.41 0.07 -0.01
-0.16 0.20 0.35
-0.02 0.02 -0.09
-0.26 0.12 0.36
0.40 0.09 0.06
-0.05 -0.43 -0.06
-0.03 -0.17 0.08
-0.19 -0.27 -0.03
-0.02 0.17 -0.38
-0.14 0.34 0.34
-0.12 -0.14 0.03
-0.11 -0.28 -0.01
0.33 -0.22 0.07
0.01 0.31 -0.33
-0.05 -0.09 0.10
-0.09 0.30 0.36
-0.03 0.20 -0.35
0.40 -0.13 0.04
-0.07 0.12 0.02
0.32 -0.21 -0.21
-0.16 0.45 -0.15
-0.35 -0.24 0.02
-0.04 0.02 0.09
0.20 -0.05 0.38
-0.22 0.39 -0.16
0.24 -0.15 -0.30
-0.06 0.13 0.04
0.35 -0.12 -0.18
-0.32 -0.33 -0.06
0.06 0.02 0.44
0.00 -0.11 0.05
0.28 -0.16 0.25
-0.34 -0.20 0.07
-0.18 0.58 0.30
0.12 -0.04 -0.06
-0.05 0.31 0.06
-0.35 -0.27 0.09
0.06 0.12 -0.28
0.02 0.09 0.07
0.31 -0.22 0.23
0.13 -0.01 -0.42
-0.37 -0.21 0.05
-3.01 -0.27 -2.84
-4.11 0.61 5.10
2.62 -0.70 -4.61
2.24 0.04 -2.49
-1.79 0.05 2.28
0.36 0.00 -0.47
-0.07 -0.05 0.07
0.19 -0.02 -0.06
-0.03 -0.02 0.09
0.02 0.38 -0.17
0.33 -0.10 0.09
-0.27 0.03 0.39
-0.03 -0.40 -0.44
-0.28 -0.08 0.35
0.39 -0.09 0.06
-0.31 0.03 0.35
-0.13 -0.21 -0.25
0.00 0.36 -0.19
0.45 0.17 0.68
0.39 -0.89 -0.64
0.54 -0.24 0.62
3.32 0.57 3.36
-0.10 -0.11 -0.76
0.12 0.41 -0.45
-0.37 -0.34 -0.04
-0.01 0.66 -0.15
-0.35 -0.33 0.18
-0.23 0.00 -0.79